--- w ---
12
Properties=species:S:1:pos:R:3 method="wB97M-V/def2-TZVPD" smiles="C=NC.SS" e_homo_ev=-8.686 e_lumo_ev=0.22
C -1.3367 0.9962 -0.8479
N -0.4192 0.9067 0.0556
C -0.7796 0.5308 1.4189
H -1.1369 1.5780 -1.8458
H -2.1008 0.2604 -0.9630
H 0.0401 0.0413 1.8203
H -1.0275 1.4463 2.0828
H -1.6746 -0.1088 1.5766
S 1.6737 -2.4766 -1.1832
S 2.3706 -0.4110 -1.0062
H 2.9483 -2.9121 -1.0315
H 1.4425 0.1489 -0.0766

***

--- x ---
12
Properties=species:S:1:pos:R:3 method="wB97M-V/def2-TZVPD" smiles="C=CN.SS" e_homo_ev=-7.893 e_lumo_ev=0.22
C 1.0924 1.3277 -0.6178
C 0.1841 0.9328 -1.5273
N -0.3745 -0.2983 -1.7796
H 1.7249 0.5808 -0.1394
H 0.9088 2.1618 0.0420
H -0.2946 1.7242 -2.0994
H 0.0488 -1.1532 -1.4722
H -1.3117 -0.2042 -2.1151
S -0.9960 -1.2348 1.5626
S 0.0834 -1.3287 3.3512
H -1.6100 -2.4260 1.6003
H 0.5443 -0.0820 3.1946

***

Verdict on stability: w comes out at the bottom.

***

--- w ---
15
Properties=species:S:1:pos:R:3 method="wB97M-V/def2-TZVPD" e_homo_ev=-8.785 e_lumo_ev=0.71
C 1.2489 0.0604 -0.3904
C 0.4472 -0.5786 0.4133
C 2.5225 0.4986 0.1935
C -2.3058 0.2352 0.6963
N -1.1386 -0.8215 -1.6937
S -1.1209 -1.1743 -0.2174
Cl -1.9196 1.6809 -0.1789
Cl -3.9046 -0.3524 0.5369
H 0.8699 0.1636 -1.3807
H 0.6702 -0.5042 1.4118
H 3.2003 -0.2905 -0.0475
H 2.8030 1.4134 -0.2008
H 2.4662 0.7160 1.2050
H -2.1113 0.4474 1.8284
H -1.7273 -1.4942 -2.1759

***

--- x ---
15
Properties=species:S:1:pos:R:3 method="wB97M-V/def2-TZVPD" e_homo_ev=-9.515 e_lumo_ev=0.03
C 0.3676 -0.0505 -0.4680
C -0.9436 0.5771 -0.1076
C 0.4805 -1.5391 -0.1931
C -2.1378 0.2314 -0.5054
N 1.6995 0.4799 1.6986
S 1.8459 0.8195 0.2278
Cl -3.6080 0.9500 0.1495
Cl 1.2632 2.8394 -0.2881
H 0.3408 0.1867 -1.5549
H -0.9397 1.5225 0.5573
H 1.3553 -1.9534 -0.7454
H 0.7789 -1.8939 0.7794
H -0.4755 -2.0358 -0.7299
H -2.4522 -0.6620 -1.1390
H 2.4251 0.5282 2.3189

***

Verdict on stability: w comes out at the bottom.

***

--- w ---
9
Properties=species:S:1:pos:R:3 method="wB97M-V/def2-TZVPD" e_homo_ev=-9.676 e_lumo_ev=-0.32
C -0.3413 0.5574 0.1528
C -0.0914 -0.6876 -0.2171
F -3.0683 -1.9606 -0.2523
F -2.1529 -1.2580 1.7985
P -1.6581 -2.1783 0.5296
S -1.2948 -4.0746 0.9797
H 0.5476 1.2193 0.0254
H -1.2504 1.0485 0.5321
H 0.8221 -1.0907 -0.6238

***

--- x ---
9
Properties=species:S:1:pos:R:3 method="wB97M-V/def2-TZVPD" smiles="C=CP(F)(F)=S" e_homo_ev=-9.835 e_lumo_ev=0.35
C 0.6584 0.7614 -1.1489
C 0.6847 -0.2044 -0.2487
P -0.6595 -0.3758 0.9405
F -0.7709 -1.9818 1.0462
F -1.9633 -0.2300 -0.0003
S -0.7410 0.5766 2.6089
H 1.4645 0.9107 -1.8484
H -0.1866 1.4264 -1.2322
H 1.5137 -0.8832 -0.1171

***

Verdict on stability: w comes out at the bottom.

***

--- w ---
13
Properties=species:S:1:pos:R:3 method="wB97M-V/def2-TZVPD" smiles="C=C(F)CSC" e_homo_ev=-8.552 e_lumo_ev=1.00
C 1.8187 -1.9065 -0.2298
C 1.1058 -0.9080 -0.7559
F 0.8607 -0.7740 -2.0711
C 0.2807 0.2367 -0.0670
S -1.4393 -0.0689 -0.2213
C -1.9395 1.4277 0.6008
H 2.4809 -2.3657 -0.9475
H 1.9902 -2.1357 0.8009
H 0.4794 0.2529 1.0292
H 0.4727 1.1839 -0.5295
H -1.6355 1.2607 1.6392
H -3.0680 1.5474 0.6022
H -1.4066 2.2494 0.1500

***

--- x ---
13
Properties=species:S:1:pos:R:3 method="wB97M-V/def2-TZVPD" smiles="FCCCC=S" e_homo_ev=-8.505 e_lumo_ev=-0.03
F -0.2958 0.5093 -1.6996
C -1.3784 0.3608 -0.7403
C -0.7015 0.3523 0.5994
C 0.5026 -0.6191 0.5720
C 1.7245 -0.1378 -0.2231
S 3.0244 -1.1070 -0.1252
H -1.9981 1.3149 -0.8074
H -2.0284 -0.4913 -0.8012
H -0.2720 1.3126 0.8809
H -1.5237 0.1153 1.3079
H 0.8677 -0.8267 1.6325
H 0.1806 -1.5980 0.1056
H 1.8982 0.8150 -0.7015

***

--- y ---
13
Properties=species:S:1:pos:R:3 method="wB97M-V/def2-TZVPD" smiles="C/C(F)=C/CS" e_homo_ev=-8.912 e_lumo_ev=0.91
C 2.1623 -0.4510 -0.3914
C 0.8792 0.2165 -0.1836
F 0.8590 1.5664 -0.3394
C -0.2571 -0.4521 0.0773
C -1.4405 0.2900 0.4779
S -2.9076 0.0779 -0.5664
H 2.5859 -0.3095 -1.3801
H 2.0338 -1.5175 -0.3168
H 2.8876 -0.0414 0.3001
H -0.1709 -1.5286 0.0816
H -1.1890 1.3748 0.5401
H -1.7298 0.0028 1.4876
H -3.7129 0.7717 0.2129

***

--- z ---
13
Properties=species:S:1:pos:R:3 method="wB97M-V/def2-TZVPD" smiles="C[C@H](F)CC=S" e_homo_ev=-8.986 e_lumo_ev=-0.27
C -1.6553 1.2648 0.3752
C -1.0864 0.0161 -0.1509
F -2.1388 -0.7288 -0.7784
C -0.2489 -0.7560 0.7304
C 1.2031 -0.4731 0.6375
S 2.1844 0.2838 -0.4231
H -2.7443 1.3550 0.0382
H -1.6877 1.4682 1.4941
H -0.8672 2.1249 0.1527
H -0.5638 0.1617 -1.0624
H -0.7056 -0.7588 1.7937
H -0.0916 -1.7195 0.3279
H 1.6844 -0.9251 1.4785

***

Verdict on stability: z comes out at the bottom.

***

--- w ---
9
Properties=species:S:1:pos:R:3 method="wB97M-V/def2-TZVPD" smiles=CN(N)Br e_homo_ev=-8.752 e_lumo_ev=0.33
C 0.6917 -0.4368 0.6988
N -0.2256 -0.5591 -0.4596
N -0.6478 1.1293 -0.7539
Br -1.7137 -1.6550 -0.2185
H 1.1643 -1.3213 1.1085
H 1.4501 0.2055 0.5533
H 0.0530 -0.0518 1.4348
H 0.2064 1.6606 -0.6716
H -0.9784 1.0287 -1.6918

***

--- x ---
9
Properties=species:S:1:pos:R:3 method="wB97M-V/def2-TZVPD" smiles=CN(N)Br e_homo_ev=-8.419 e_lumo_ev=0.03
C -0.4536 -0.2741 -0.8044
N 0.4501 -0.8646 0.3477
N 0.2403 0.0232 1.3071
Br 2.4634 -1.1765 -0.0505
H -0.0977 0.7852 -1.0762
H -0.1944 -0.8016 -1.6718
H -1.4150 -0.3477 -0.5224
H 0.9091 -0.0980 2.0289
H 0.0081 1.0019 1.1501

***

Verdict on stability: w comes out at the bottom.